Entry from the Open Molecules 2025 dataset: a cluster of 9 separate species, C18H52O13S in total (ωB97M-V with the def2-TZVPD basis set).

XYZ file:
```
84
Properties=species:S:1:pos:R:3:forces:R:3
C 1.39386 -3.05736 4.40280 -1.375 -0.568 -1.038
S 2.84977 -3.38531 5.53204 -2.036 -3.740 8.600
O 3.07162 -4.91764 5.82332 -0.326 5.553 -2.832
O 2.46746 -2.75654 6.92874 1.662 -1.164 -5.828
O 4.31468 -2.65155 5.06596 -1.467 -0.161 -3.682
C 4.32457 -2.25736 3.64926 -0.609 6.068 -1.856
O 4.15627 -0.94139 3.38733 1.332 -9.321 1.587
O 4.57001 -3.28085 2.58947 -2.613 2.188 3.579
H 0.68142 -4.01193 4.48414 1.876 1.971 0.376
H 1.64998 -2.94842 3.26650 -0.166 0.046 2.374
H 0.77616 -2.11682 4.77556 1.862 -1.953 -0.563
H 3.65938 -3.73614 2.51052 1.839 0.778 0.024
C 1.77242 -1.57616 -0.48420 -0.013 -0.036 -0.174
C 0.93733 -1.71214 0.77206 -0.015 0.062 -0.487
O 1.78341 -1.82915 1.90657 0.307 0.484 -0.188
H 2.42936 -2.44370 -0.60534 -0.151 0.035 0.005
H 1.13500 -1.48948 -1.36872 0.151 0.035 0.052
H 2.41787 -0.69361 -0.42679 -0.143 0.016 -0.062
H 0.31022 -2.60702 0.72002 0.083 0.150 0.143
H 0.28717 -0.84239 0.90714 -0.109 -0.087 -0.115
H 2.33015 -1.02582 1.94855 -0.018 -0.395 0.108
C 5.37900 1.95444 2.37087 0.023 -0.180 0.191
C 5.28279 2.13412 0.87004 -0.141 0.289 0.262
O 3.99601 2.62350 0.52166 -0.261 0.129 -0.045
H 4.61356 1.25600 2.72466 0.229 0.089 -0.126
H 6.36377 1.57325 2.65567 -0.081 0.033 0.074
H 5.20591 2.90455 2.88676 0.240 -0.153 -0.148
H 5.43446 1.17856 0.35946 -0.152 0.147 -0.023
H 6.03654 2.84114 0.51033 0.176 -0.104 0.007
H 3.87457 3.47627 0.97339 0.075 -0.205 -0.294
C -2.65228 -0.05341 -1.18686 0.056 0.196 0.079
C -2.07510 -1.29960 -1.82554 -0.329 0.211 0.130
O -1.94163 -2.32571 -0.85295 -0.091 -0.452 0.308
H -2.00840 0.29529 -0.37280 0.071 -0.050 -0.163
H -2.75733 0.74899 -1.92260 -0.114 -0.066 0.132
H -3.63417 -0.26146 -0.74934 0.054 0.090 -0.245
H -1.08482 -1.09293 -2.24199 -0.054 -0.172 0.142
H -2.71994 -1.66192 -2.63196 0.031 0.166 -0.138
H -2.82765 -2.50764 -0.49535 0.490 0.109 -0.214
C -3.70860 -4.95464 4.36408 -0.145 -0.178 -0.086
C -2.62657 -4.61773 5.36895 -0.285 0.080 -0.138
O -1.50467 -4.05615 4.70367 0.199 0.359 -0.222
H -3.33358 -5.66243 3.61758 -0.030 0.036 0.173
H -4.57904 -5.39293 4.86048 0.031 0.065 -0.096
H -4.02626 -4.05823 3.82154 -0.065 -0.025 0.125
H -2.29659 -5.51947 5.89315 0.142 0.215 -0.112
H -2.98990 -3.90045 6.11118 -0.089 -0.140 0.097
H -1.80651 -3.25145 4.24830 0.146 -0.425 0.220
C 2.65506 5.82266 3.73914 -0.181 -0.079 0.155
C 4.02544 5.47181 3.19785 -0.238 0.325 0.159
O 4.04434 5.62905 1.78663 0.076 0.108 -0.377
H 1.88839 5.18337 3.28925 0.152 0.008 0.093
H 2.62237 5.70223 4.82570 -0.052 0.059 -0.089
H 2.39340 6.85644 3.49087 0.076 -0.027 0.116
H 4.27366 4.43172 3.42891 -0.054 0.280 -0.164
H 4.79591 6.11545 3.63319 0.013 -0.104 0.177
H 3.83100 6.55789 1.59233 0.112 -0.558 0.013
C 1.70796 -3.22300 -4.84320 -0.010 -0.261 0.038
C 0.85920 -1.97594 -4.70721 0.335 -0.073 -0.162
O 1.62943 -0.92403 -4.14429 0.211 0.326 -0.031
H 2.09415 -3.53397 -3.86697 -0.143 0.045 -0.098
H 1.12749 -4.04501 -5.27160 0.111 0.025 0.007
H 2.57585 -3.03314 -5.48313 -0.125 -0.033 -0.055
H 0.00537 -2.16368 -4.04954 0.156 0.171 -0.014
H 0.48002 -1.65120 -5.68096 -0.166 -0.155 -0.032
H 2.38038 -0.75938 -4.74010 -0.397 -0.063 0.370
C -6.25581 2.85460 -2.65075 0.011 0.206 0.010
C -5.67862 1.60841 -3.28942 -0.048 0.124 0.148
O -5.54515 0.58230 -2.31683 -0.335 -0.452 0.345
H -5.61193 3.20330 -1.83668 -0.008 -0.037 -0.168
H -6.36085 3.65700 -3.38648 -0.037 -0.023 0.091
H -7.23769 2.64655 -2.21322 -0.016 0.050 -0.118
H -4.68834 1.81508 -3.70587 -0.316 -0.224 0.190
H -6.32346 1.24609 -4.09585 0.039 0.142 -0.171
H -6.43118 0.40037 -1.95923 0.485 0.081 -0.181
C -3.63376 3.47964 -7.67879 -0.058 -0.022 -0.253
C -4.25220 3.71811 -6.31691 0.326 0.024 -0.157
O -3.74210 2.77928 -5.38147 0.416 -0.019 0.151
H -3.84786 2.46355 -8.02605 -0.062 0.159 0.063
H -4.02007 4.19253 -8.41277 0.097 -0.064 0.016
H -2.54421 3.57715 -7.63204 -0.089 0.116 -0.015
H -5.33858 3.59809 -6.36335 0.157 -0.093 0.168
H -4.03152 4.72767 -5.95704 -0.140 0.105 -0.125
H -2.77779 2.89980 -5.34142 -0.497 -0.091 -0.013
```
Positions in Å, forces in eV/Å.

Highest occupied orbital energy ... -9.781 eV
2S+1 ... 1
Kohn-Sham gap ... 9.27 eV
Total charge ... 0

=====

Entry from the Open Molecules 2025 dataset: a structure of composition C18H54BeO9S9 (ωB97M-V with the def2-TZVPD basis set).

XYZ file:
```
91
Properties=species:S:1:pos:R:3:forces:R:3
Be -0.11457 -0.06400 -0.06145 -0.522 0.728 0.119
C -0.03010 3.97803 -1.72694 -0.123 0.228 0.084
S -1.41099 3.12685 -0.92836 1.000 0.181 0.595
O -0.77655 2.23750 0.10647 0.137 -0.208 0.042
C -1.92088 4.58930 0.01659 0.323 0.088 0.485
H 0.60996 4.44340 -0.97668 -0.266 0.012 0.222
H -0.48373 4.75896 -2.33949 0.276 -0.087 -0.310
H 0.60555 3.26755 -2.24165 -0.364 -0.016 -0.395
H -1.08547 5.27322 0.16875 0.026 0.072 -0.490
H -2.10949 4.26214 1.03812 -0.555 -0.284 -0.212
H -2.76879 5.09023 -0.44164 -0.062 -0.014 0.075
C 3.53859 -3.53565 -1.12875 -0.741 0.489 -0.945
S 3.57671 -1.78965 -0.68450 0.678 0.077 -0.101
O 2.19339 -1.36390 -0.34686 -0.177 -0.403 0.126
C 4.46585 -1.98164 0.86164 -0.490 0.236 0.565
H 2.89686 -3.57245 -2.01588 -0.249 0.053 0.211
H 3.05747 -4.08602 -0.32571 0.393 -0.322 0.030
H 4.48577 -3.88551 -1.53510 0.295 -0.086 0.739
H 5.50218 -2.26733 0.69948 -0.037 -0.142 -0.058
H 3.91171 -2.68020 1.49133 0.223 -0.300 -0.157
H 4.41476 -1.03741 1.40678 0.137 0.161 -0.310
C -0.83823 -2.70844 3.80279 -0.094 -0.081 1.228
S -0.74395 -3.02627 2.04429 0.954 0.065 0.429
O -0.84736 -1.72813 1.33125 -0.080 0.321 -0.118
C 1.03824 -3.33057 2.06528 -0.209 -0.951 -0.214
H -0.90859 -3.65193 4.35288 0.060 -0.191 -0.354
H -1.71761 -2.14686 4.11833 -0.125 0.108 -0.580
H 0.03948 -2.19692 4.19896 0.062 0.167 -0.374
H 1.48751 -2.34758 2.18074 0.116 -0.037 0.031
H 1.30729 -3.79664 1.11833 -0.022 0.411 -0.201
H 1.32195 -4.06735 2.81799 -0.098 0.283 0.310
C 1.61323 0.94656 4.36357 0.190 0.476 0.806
S 0.37639 1.67782 3.27603 0.007 -0.155 -0.511
O -0.13098 0.58986 2.38932 -0.150 -0.395 0.045
C -0.94334 1.88928 4.47831 0.141 0.193 0.175
H 2.26349 1.75422 4.71177 -0.122 0.061 0.035
H 2.26687 0.23026 3.87420 -0.364 -0.073 -0.411
H 1.13186 0.51886 5.24288 0.043 -0.245 -0.103
H -1.33553 0.90400 4.72549 0.070 -0.026 0.070
H -1.72569 2.49481 4.02472 0.031 -0.043 -0.138
H -0.58129 2.42094 5.35896 0.049 -0.089 0.026
C -2.08208 1.68617 -4.25527 0.722 0.165 -0.242
S -2.77967 0.58550 -3.02059 -0.730 0.591 -0.067
O -1.68448 0.04548 -2.15823 -0.054 -0.240 -0.633
C -3.26949 -0.67553 -4.20964 0.263 -0.603 0.519
H -1.24219 1.23173 -4.78647 -0.204 -0.347 0.015
H -1.65546 2.57571 -3.79376 -0.363 0.038 0.216
H -2.84925 1.95976 -4.97762 -0.123 0.033 0.125
H -2.39993 -1.01049 -4.77497 -0.072 0.161 -0.215
H -4.09368 -0.32545 -4.82621 0.143 0.185 -0.112
H -3.62600 -1.53110 -3.63428 -0.067 0.071 0.040
C 1.09873 -0.98814 -3.46756 -0.283 -0.270 -0.712
S 1.15401 0.77418 -3.19141 0.255 -0.916 0.193
O 0.75810 0.98190 -1.75169 -0.193 -0.475 0.747
C 2.94068 0.94074 -3.26673 -0.063 0.664 -0.296
H 0.05740 -1.29351 -3.52450 -0.041 0.163 0.177
H 1.57981 -1.49987 -2.64029 0.017 0.112 0.071
H 1.54493 -1.23076 -4.43448 0.234 0.188 0.069
H 3.49201 0.22277 -2.66498 -0.191 -0.045 0.131
H 3.13311 1.97089 -2.96210 0.147 -0.094 0.179
H 3.23703 0.88107 -4.31564 -0.068 -0.177 -0.010
C 4.31227 1.92530 0.16195 0.708 -0.281 0.524
S 2.56307 2.32158 0.12860 -0.187 0.238 -0.459
O 1.86089 1.13750 0.71036 -0.018 -0.212 0.482
C 2.57931 3.59980 1.39658 0.894 -0.676 0.523
H 4.75546 2.03313 1.15538 -0.254 0.158 0.076
H 4.90567 2.52668 -0.52549 -0.234 0.062 -0.154
H 4.42547 0.86708 -0.07379 -0.230 0.100 -0.383
H 1.55992 3.74118 1.73843 -0.059 0.419 -0.290
H 3.14791 4.46769 1.06448 -0.503 0.223 -0.314
H 3.16762 3.21446 2.23554 -0.234 -0.151 0.076
C -2.86255 -2.79148 -1.09741 0.703 -0.408 0.189
S -1.24625 -2.99437 -1.89302 -0.849 0.453 -0.009
O -0.34502 -2.07114 -1.14103 0.921 0.401 0.184
C -0.89392 -4.66865 -1.32862 -0.071 -0.223 0.353
H -3.50833 -3.60169 -1.42882 -0.274 0.265 -0.159
H -3.17762 -1.77731 -1.31640 -0.201 -0.086 -0.129
H -2.67881 -2.86791 -0.02645 -0.033 -0.004 0.020
H -1.81685 -5.19187 -1.08091 -0.044 0.043 -0.138
H -0.30341 -4.60137 -0.41668 0.079 0.083 -0.051
H -0.36273 -5.23321 -2.09066 0.087 0.141 -0.047
C -4.65175 -0.64701 1.30797 -0.340 -0.898 -0.046
S -3.19876 0.22373 1.91171 0.419 -0.227 -0.317
O -2.27922 0.18564 0.74257 0.074 0.027 -1.026
C -3.91057 1.85644 1.88079 -0.540 -0.045 0.176
H -4.60930 -1.70973 1.56014 0.328 0.092 0.247
H -4.59491 -0.62456 0.21970 -0.149 0.486 0.005
H -5.60852 -0.29951 1.69525 0.128 0.354 -0.032
H -4.55791 1.91430 2.75897 0.015 0.258 -0.035
H -4.50406 1.98457 0.97567 0.084 0.031 -0.049
H -3.11266 2.59033 1.91937 0.090 -0.089 0.123
```
Positions in Å, forces in eV/Å.

Highest occupied orbital energy ... -13.160 eV
2S+1 ... 1
Kohn-Sham gap ... 9.59 eV
Energy relative to the best compared isomer or geometry (same formula, charge and spin) ... 14.0 kJ/mol
Total charge ... +2

=====

Entry from the Open Molecules 2025 dataset: a cluster of 8 separate species, C18H54N14O10 in total (ωB97M-V with the def2-TZVPD basis set).

XYZ file:
```
96
Properties=species:S:1:pos:R:3:forces:R:3
C -1.25039 0.94421 1.81817 -4.803 0.747 1.984
O -0.27488 0.90754 2.48746 4.361 -0.645 2.294
N -2.49900 0.92840 2.33611 -0.425 -0.110 1.397
N -1.35510 1.10664 0.56747 1.666 0.592 -5.564
H -2.52790 0.77878 3.33455 -1.003 0.044 0.126
H -3.24412 1.34399 1.79558 -0.141 -0.390 0.517
H -0.47808 1.22032 0.07962 -0.433 0.443 -0.501
H -2.21977 1.51991 0.24861 0.172 -0.084 -1.069
C -1.92148 -0.20620 5.54228 0.322 2.523 -0.626
O -2.94961 -0.06404 4.91302 -2.158 0.067 -1.598
N -0.81870 0.49092 5.39017 1.804 1.365 -1.151
N -1.88559 -0.85154 6.63978 -1.127 -3.727 4.282
H -0.65016 0.88772 4.47680 0.407 -0.055 -0.102
H -0.05295 0.02131 5.85190 0.773 0.429 -0.707
H -2.77724 -1.24439 6.90576 0.553 -0.343 0.401
H -1.04516 -0.95260 7.19075 -0.462 -0.185 -0.042
C 1.15424 3.92105 -0.28233 0.532 0.900 0.066
O 0.31965 3.44864 -1.01768 -1.340 -0.915 -1.223
N 1.10914 3.88934 1.01548 -2.053 -1.128 2.977
N 2.18474 4.61870 -0.67887 2.301 1.113 -3.083
H 1.91226 4.01607 1.61468 -0.559 -0.355 0.001
H 0.26413 3.37174 1.21081 0.356 -0.200 1.653
H 2.73932 5.21861 -0.08503 -0.184 -0.214 -0.481
H 2.21103 4.60535 -1.68843 0.824 0.733 0.118
C -3.81597 3.66313 -0.36816 -3.211 -2.884 -0.090
O -3.76275 2.47008 -0.66191 1.001 -0.598 -0.168
N -5.00417 4.15514 0.02022 -1.053 1.042 0.606
N -2.85748 4.51687 -0.38830 3.421 2.731 -0.197
H -5.07780 5.14660 0.19822 -0.557 -0.384 -0.001
H -5.80569 3.54065 0.02926 0.275 0.298 0.071
H -2.01237 4.32623 -0.90747 0.124 -0.144 0.279
H -3.01986 5.45418 -0.04889 0.271 -0.218 -0.267
C 1.08276 -2.10289 4.31900 -1.312 1.677 1.295
O 1.10646 -1.49865 5.37498 0.301 1.651 1.716
N 1.29446 -3.35945 4.28592 1.688 -4.924 0.555
N 0.65345 -1.67026 3.16477 -0.718 2.087 -2.581
H 1.37106 -3.76506 5.20772 0.161 -0.478 -0.526
H 0.99788 -3.82436 3.43976 0.104 -0.660 0.465
H 0.20996 -0.76509 3.10085 0.528 0.172 -0.309
H 1.00345 -2.14073 2.34243 -0.265 0.211 -0.295
C -5.11935 2.19551 6.95855 -2.260 -0.463 2.179
O -5.72551 2.95577 7.68093 -0.196 1.413 0.236
N -5.31090 0.88465 7.01371 -1.206 -4.213 1.667
N -4.30309 2.37394 5.98788 3.796 2.832 -3.743
H -4.65134 0.25525 6.57904 -0.323 0.040 -0.117
H -5.81434 0.50124 7.80089 0.104 0.263 -0.103
H -3.72230 1.58203 5.75198 0.065 0.364 -0.684
H -4.01354 3.28889 5.67305 -0.041 -0.197 0.341
C -0.75132 0.95739 -3.19423 -1.320 -0.617 -0.465
O -0.42861 -0.00769 -4.22459 0.837 1.336 0.537
C -0.16768 0.76331 -5.41515 0.318 -1.929 0.045
C 0.25264 -0.15840 -6.57315 -2.273 0.007 0.774
N 1.50598 -0.82289 -6.58074 1.996 0.888 -0.476
C 2.64032 0.12503 -6.68921 -0.179 -2.256 0.764
C 4.01183 -0.68598 -6.56656 -1.886 4.246 -0.261
O 4.32155 -1.34531 -7.72081 -0.240 -1.685 -0.532
C 5.64106 -1.87725 -7.87620 -0.804 1.068 -0.212
H -0.77889 0.47987 -2.21479 0.640 0.010 -0.110
H -1.78366 1.27993 -3.32967 -0.453 -0.045 -0.197
H -0.22885 1.91261 -3.24602 0.846 -0.393 0.220
H 0.66320 1.44006 -5.21577 -0.385 0.639 0.065
H -1.14725 1.19225 -5.62620 0.352 0.801 -0.580
H 0.17189 0.34383 -7.53717 -0.723 0.701 -0.009
H -0.42274 -1.01354 -6.54686 -0.746 0.312 -0.260
H 1.48720 -1.01183 -7.57273 0.258 -1.804 -0.055
H 2.61233 0.89792 -5.92113 0.154 -0.275 0.351
H 2.55853 0.66120 -7.63469 0.470 0.112 -0.350
H 4.04828 -1.15711 -5.58431 0.300 -0.369 -0.263
H 4.43378 0.31664 -6.63597 2.370 -0.152 0.904
H 5.93685 -2.57721 -7.09475 -0.246 -0.285 -0.116
H 6.35132 -1.05046 -7.86957 0.242 0.111 0.003
H 5.58633 -2.28247 -8.88660 0.461 -0.423 0.298
C 0.67192 -6.14524 2.38321 0.437 -2.045 3.816
O 0.51828 -4.88117 1.99461 0.064 1.934 -4.756
C 0.23034 -4.89705 0.55827 -0.796 1.240 1.479
C -0.06365 -3.50338 0.16136 -0.229 -0.355 -0.459
N 1.16139 -2.72127 0.12703 -1.309 0.311 -0.047
C 0.72447 -1.38457 -0.25889 1.777 0.295 1.093
C 1.93896 -0.42536 -0.14551 -2.021 0.051 -0.270
O 2.79926 -0.73131 -1.17960 0.842 0.000 -1.495
C 3.52367 0.36631 -1.69802 0.499 -0.208 0.106
H 1.19347 -5.89285 3.30645 -0.045 -1.528 0.903
H 1.28186 -6.91241 1.90623 0.324 0.626 -1.060
H -0.29675 -6.60441 2.58056 -0.198 -0.302 0.183
H -0.69456 -5.46683 0.46881 0.267 -0.579 -0.460
H 1.07307 -5.19046 -0.06768 0.078 -0.888 0.400
H -0.82522 -3.07194 0.81096 0.245 0.179 0.277
H -0.53311 -3.56022 -0.82072 -0.179 0.149 -0.429
H 1.69420 -3.07047 -0.65672 0.498 -0.152 0.025
H -0.09206 -1.10792 0.40807 0.216 0.268 0.109
H 0.32427 -1.36184 -1.27251 0.081 0.173 -0.279
H 2.50445 -0.42956 0.78631 -0.538 -0.084 0.420
H 1.43422 0.52554 -0.31621 0.557 0.809 0.105
H 2.89957 1.24071 -1.88248 -0.282 -0.010 -0.076
H 4.03200 0.07059 -2.61576 -0.367 -0.193 -0.128
H 4.33879 0.67074 -1.04152 0.008 0.087 0.465
```
Positions in Å, forces in eV/Å.

Highest occupied orbital energy ... -9.052 eV
2S+1 ... 1
Kohn-Sham gap ... 9.26 eV
Energy relative to the best compared isomer or geometry (same formula, charge and spin) ... 510.4 kJ/mol
Total charge ... 0